DFT (ωB97M-V/def2-TZVPD) results for one molecule with the formula C15H23N5O4 in a non-equilibrium geometry.

Calculated values
**Gap between HOMO and LUMO**: 0.3284 Ha
**SMILES string**: [H]/N=C(/N)NCCC[C@H](NC(=O)[C@@H](N)Cc1ccc(O)cc1)C(=O)O
**Strongest force on any atom**: 7.5 eV/Å
**Energy**: -31564.4713 eV
**LUMO**: 0.0016 Ha
**Highest occupied orbital energy**: -0.327 Eh

Atoms and positions in Å:
C 3.10535 0.57439 -0.17057
C 2.00474 1.56895 0.20912
C 2.56164 -0.87776 -0.20916
C 1.87592 -1.34487 1.18093
C 2.47699 -2.03536 2.20567
C 0.59794 -1.09525 1.30715
C 1.89079 -2.17289 3.49895
C -0.08278 -1.22560 2.54758
C 0.63359 -1.80611 3.62411
C 0.87018 1.31370 -2.15152
C 0.44493 2.55447 -2.95547
C -0.23923 0.19942 -2.29657
C -1.51119 0.67922 -1.58383
C -2.50086 -0.41674 -1.68516
C -4.07626 -0.29599 0.16040
H 3.87122 1.91845 0.99926
H 3.75033 0.11646 1.77253
H 3.51526 0.76585 -1.13750
H 3.49591 -1.44044 -0.39620
H 1.89474 -1.13128 -1.11109
H 3.48836 -2.16527 2.00194
H -0.00335 -0.84533 0.38869
H 2.40220 -2.59754 4.33705
H -1.08840 -0.99138 2.67955
H -1.01379 -2.06533 4.60141
H 0.37151 2.46729 -0.36294
H 1.89953 0.89933 -2.30897
H -0.45051 -0.06368 -3.38955
H 0.12374 -0.62158 -1.66683
H -1.42722 1.18097 -0.52700
H -1.99437 1.47527 -2.19825
H -2.04691 -1.33276 -1.28660
H -2.66382 -0.65158 -2.74642
H -4.59959 0.21648 -1.78127
H -2.39319 -1.35198 0.96558
H -5.35183 1.42766 0.30791
H -5.57458 0.04323 1.50178
H 0.86798 1.55911 -4.40001
N 4.18465 0.72929 0.84089
N 1.00322 1.73535 -0.74875
N -3.79326 -0.25124 -1.09001
N -3.35145 -0.80218 1.22435
N -5.41981 0.24290 0.49236
O 1.83978 2.16038 1.27724
O 0.00079 -2.16754 4.82362
O -0.21772 3.44845 -2.47469
O 0.62886 2.47305 -4.26971

---

DFT (ωB97M-V/def2-TZVPD) results for C28H26IIrN7O2S3 as an isolated structure in a non-equilibrium geometry.

Calculated values
**Total charge**: +2
**Gap between HOMO and LUMO (alpha / beta)**: 0.2325 / 0.1513 Ha
**Strongest force on any atom**: 1.1 eV/Å
**Energy**: -87414.6740 eV
**Multiplicity**: 2
**Expectation value of S²**: 0.78
**LUMO (alpha / beta)**: -0.2399 / -0.3210 Ha
**Highest occupied orbital energy (alpha / beta)**: -0.472 / -0.472 Eh

Atoms and positions in Å:
Ir 0.63116 -0.14749 0.23722
C -3.32874 -3.02433 2.18645
S -1.76157 -3.03828 3.07802
C -0.71760 -2.08778 2.08455
S -1.32403 -1.28315 0.64513
N 0.51205 -2.03218 2.49776
N 1.33849 -1.30168 1.68828
C 2.60694 -1.47072 1.78145
C 3.45819 -0.72638 0.86575
C 4.82667 -0.91943 0.82167
C 5.56467 -0.24389 -0.14262
C 4.90171 0.58604 -1.02789
C 3.52708 0.74402 -0.90743
N 2.81932 0.12225 0.02807
H -3.85642 -3.91100 2.53210
H -3.17757 -3.11340 1.11294
H -3.91021 -2.13709 2.42343
H 2.99850 -2.17452 2.50694
H 5.29875 -1.59988 1.51719
H 6.63577 -0.37806 -0.20598
H 5.43062 1.11804 -1.80557
H 2.98130 1.39080 -1.58098
C 1.69195 -4.35421 -1.17564
C 0.53046 -3.67442 -1.82203
N -0.33623 -4.38819 -2.50006
C -1.39575 -3.78880 -3.07085
C -1.65229 -2.43005 -3.01390
C -2.84472 -1.83100 -3.71587
O -3.58149 -0.96835 -2.85927
C -0.75864 -1.63760 -2.27970
C -0.87876 -0.19597 -2.32208
N -0.22310 0.69219 -1.64349
C -0.31206 2.04225 -2.19076
C -0.82416 2.25616 -3.48311
C -1.01026 3.52291 -3.99697
C -0.66031 4.64113 -3.25866
C -0.06309 4.46599 -2.02609
C 0.12898 3.18735 -1.51769
I 1.24921 3.08089 0.21556
C 0.33982 -2.26723 -1.66713
O 1.19766 -1.61072 -0.94745
H 1.72664 -5.38881 -1.50404
H 1.58693 -4.33445 -0.08787
H 2.62961 -3.85746 -1.42746
H -2.07046 -4.44589 -3.60825
H -3.46683 -2.62643 -4.12742
H -2.51522 -1.22404 -4.56372
H -4.29742 -1.45997 -2.44487
H -1.57125 0.15608 -3.07010
H -1.06337 1.43453 -4.13946
H -1.41821 3.63123 -4.99239
H -0.80637 5.63606 -3.65554
H 0.27950 5.32149 -1.46135
N -2.56378 3.44146 5.58868
C -1.29992 3.54579 5.15335
S -0.21645 4.66010 5.65369
C -0.91607 2.59321 4.06753
C -1.75779 2.32567 2.99352
C -1.31015 1.52213 1.96433
N -0.09503 0.96357 1.96478
C 0.71195 1.20124 3.01243
C 0.34415 2.00287 4.06639
H -2.87540 4.06813 6.31440
H -3.14723 2.65417 5.36082
H -2.73795 2.77696 2.91954
H -1.93066 1.33741 1.09875
H 1.69452 0.75517 2.98724
H 1.03394 2.19557 4.87571

---

DFT (ωB97M-V/def2-TZVPD) results for C20H39IrN4O5 as an isolated structure in a non-equilibrium geometry.

Calculated values
**Total charge**: +1
**Gap between HOMO and LUMO (alpha / beta)**: 0.2796 / 0.3352 Ha
**Strongest force on any atom**: 2.1 eV/Å
**Energy**: -40399.4849 eV
**Multiplicity**: 2
**Expectation value of S²**: 0.75
**LUMO (alpha / beta)**: -0.0908 / -0.0909 Ha
**Highest occupied orbital energy (alpha / beta)**: -0.370 / -0.426 Eh

Atoms and positions in Å:
Ir 0.09177 0.14391 0.94598
C -2.70405 -1.12744 -1.52938
C -2.74803 -1.20914 -0.01066
C -2.38963 -2.63608 0.48460
C -1.05692 -3.28848 0.14979
C -0.31422 -3.96412 1.26587
C -0.90917 -3.93863 -1.19356
N 1.19826 -1.30669 -0.43463
C 2.59900 -1.49786 -0.03506
C 2.93583 -0.46001 1.03179
N 2.10542 0.79113 0.99581
C 2.14673 1.41884 2.36540
C 0.86422 2.24330 2.60835
O 0.86547 3.36133 3.03949
O -0.23719 1.53608 2.35591
C 2.60743 1.80859 -0.03511
C 2.31124 3.27303 0.29003
C 2.21721 1.47283 -1.47543
C 0.77300 1.75459 -1.95691
C 0.57779 3.19479 -2.44687
C 0.50070 0.81581 -3.13820
N -0.19110 1.44618 -0.83834
C -1.60480 1.75144 -1.11893
C -2.47654 1.27658 0.02849
N -2.05578 -0.01733 0.65241
C -2.55791 0.02288 2.05251
C -1.97961 -0.96852 3.10212
O -2.76907 -1.40622 3.89451
O -0.72746 -1.44533 3.23005
H -3.27096 -1.96559 -1.93229
H -1.68335 -1.19920 -1.90807
H -3.16420 -0.22684 -1.92756
H -3.78986 -1.08080 0.30425
H -3.17106 -3.22307 -0.02111
H -2.62739 -2.73078 1.54256
H -0.98666 -4.30419 2.05778
H 0.41147 -3.30743 1.74888
H 0.22918 -4.83721 0.89703
H -1.41518 -4.91490 -1.20014
H 0.13840 -4.15039 -1.42768
H -1.33615 -3.36908 -2.01637
H 0.92435 -1.82399 -1.26219
H 1.20176 -0.33899 -0.77646
H 3.26260 -1.44258 -0.90158
H 2.73866 -2.47711 0.41936
H 3.99791 -0.20321 0.99792
H 2.72598 -0.89769 2.00376
H 3.03090 2.03677 2.50646
H 2.15139 0.61413 3.09680
H 3.69532 1.69824 0.01700
H 1.25839 3.50461 0.43841
H 2.66247 3.86771 -0.55263
H 2.83199 3.62504 1.17422
H 2.47475 0.43732 -1.69687
H 2.88724 2.04833 -2.11675
H 1.38458 3.45684 -3.13120
H 0.56594 3.92502 -1.64053
H -0.35553 3.29076 -3.00047
H 1.23534 0.99842 -3.92272
H -0.48375 0.98244 -3.57299
H 0.57125 -0.23229 -2.84504
H 0.06372 2.10549 -0.09665
H -1.89047 1.29504 -2.06114
H -1.74548 2.82795 -1.22676
H -3.51270 1.17369 -0.30311
H -2.47017 2.02922 0.81414
H -3.57626 -0.32345 2.24752
H -2.43392 1.01629 2.47143
O 0.39692 -0.92995 2.52279